[1]
Density functional theory data (ωB97M-V/def2-TZVPD) for a cluster of 11 separate species, C19H54F6N7O21S2 in total.

CARTESIAN COORDINATES (ANGSTROEM)
C: 0.81 -2.48 1.36
F: 1.85 -1.95 2.00
F: 1.35 -3.46 0.63
F: -0.07 -3.05 2.16
S: -0.07 -1.22 0.21
O: 0.71 -1.31 -1.01
O: -1.43 -1.71 0.16
N: 0.09 0.30 0.98
S: -0.06 1.28 -0.21
O: 1.11 1.45 -1.02
O: -1.26 1.04 -0.98
C: -0.19 2.97 0.65
F: -1.44 3.26 1.00
F: 0.54 2.99 1.76
F: 0.18 3.93 -0.18
C: 2.78 -5.78 3.94
O: 3.54 -6.27 3.11
N: 1.86 -4.82 3.66
N: 2.76 -6.24 5.23
H: 1.80 -4.73 2.66
H: 1.27 -4.36 4.33
H: 3.49 -6.89 5.44
H: 2.11 -5.83 5.87
C: 4.42 1.36 1.91
O: 4.87 2.49 2.12
N: 5.19 0.23 1.79
N: 3.10 1.01 2.01
H: 4.86 -0.38 1.04
H: 6.19 0.38 1.79
H: 2.42 1.74 2.09
H: 2.99 0.02 2.01
C: 4.35 -1.15 -1.46
O: 4.48 -1.51 -0.28
N: 5.02 -1.82 -2.44
N: 3.52 -0.20 -1.96
H: 4.46 -1.83 -3.27
H: 5.78 -2.47 -2.35
H: 3.66 0.09 -2.91
H: 2.65 0.13 -1.56
C: -3.91 -4.68 0.52
C: -3.57 -4.11 -0.85
O: -4.47 -4.47 -1.90
O: -2.75 -4.46 1.33
H: -4.18 -5.74 0.43
H: -4.78 -4.28 1.05
H: -2.56 -4.34 -1.21
H: -3.43 -3.03 -0.70
H: -4.16 -5.34 -2.17
H: -2.49 -5.32 1.68
C: -1.68 -1.47 -3.75
C: -2.23 -2.16 -4.96
O: -1.59 -1.78 -6.21
O: -1.96 -0.08 -3.63
H: -0.59 -1.61 -3.80
H: -2.08 -1.93 -2.84
H: -3.29 -1.98 -5.12
H: -1.95 -3.21 -4.85
H: -1.82 -2.49 -6.82
H: -1.33 0.25 -2.98
C: -1.01 3.85 -3.26
C: -0.29 4.87 -4.07
O: -0.92 6.14 -4.08
O: -2.18 3.41 -3.95
H: -1.29 4.35 -2.33
H: -0.32 3.07 -2.94
H: -0.14 4.53 -5.10
H: 0.68 5.04 -3.58
H: -1.86 6.10 -4.24
H: -1.88 3.08 -4.81
C: 0.73 4.90 4.65
C: 1.34 5.88 3.69
O: 1.34 7.24 4.17
O: -0.63 5.32 4.87
H: 1.29 4.91 5.59
H: 0.76 3.91 4.20
H: 0.66 5.85 2.83
H: 2.37 5.61 3.46
H: 0.39 7.37 4.28
H: -1.20 4.57 4.72
C: -3.90 5.16 0.54
C: -4.07 4.22 -0.64
O: -5.18 3.34 -0.45
O: -3.04 6.29 0.37
H: -3.58 4.61 1.43
H: -4.90 5.51 0.80
H: -3.18 3.61 -0.74
H: -4.23 4.84 -1.53
H: -5.26 2.84 -1.27
H: -3.21 6.81 1.16
C: 1.12 -4.31 -4.02
C: 2.47 -3.99 -3.40
O: 3.53 -4.77 -3.92
O: 0.94 -5.70 -4.19
H: 0.85 -3.91 -5.01
H: 0.41 -3.79 -3.37
H: 2.35 -4.10 -2.32
H: 2.78 -2.95 -3.40
H: 3.43 -5.66 -3.55
H: 0.10 -6.00 -3.85
C: -0.40 0.85 4.49
C: -1.77 0.14 4.27
O: -2.38 0.52 3.08
O: 0.64 0.34 3.64
H: -0.09 1.03 5.52
H: -0.57 1.90 4.18
H: -2.44 0.44 5.08
H: -1.65 -0.94 4.43
H: -1.79 0.30 2.35
H: 0.32 0.37 2.72

Spin multiplicity: 1
LUMO energy, eV: 1.7
DFT total energy, eV: -111981.5659
Net charge: -1
Kohn-Sham gap, Ha: 0.314
E_HOMO, eV: -6.852

[2]
Density functional theory data (ωB97M-V/def2-TZVPD) for a structure of composition C19H55AlBr2NO7.

CARTESIAN COORDINATES (ANGSTROEM)
C: 0.32 0.50 3.17
C: 0.99 1.72 2.49
Br: 2.67 2.29 3.42
C: 1.24 1.58 0.97
Br: -0.45 1.62 -0.07
Al: 2.37 -0.03 0.35
C: 4.33 0.06 0.87
C: 1.64 -1.85 0.93
N: 0.53 -2.26 0.01
H: 0.97 0.08 3.95
H: -0.58 0.86 3.71
H: -0.04 -0.26 2.46
H: 0.31 2.58 2.64
H: 1.80 2.48 0.67
H: 2.29 0.00 -1.25
H: 4.52 0.00 1.96
H: 4.82 0.94 0.42
H: 4.82 -0.82 0.39
H: 1.38 -1.94 2.00
H: 2.47 -2.58 0.76
H: 0.26 -1.47 -0.57
H: -0.26 -2.62 0.52
C: 5.14 -1.87 -4.42
C: 4.61 -2.11 -3.02
O: 3.52 -1.25 -2.73
H: 5.47 -0.83 -4.53
H: 5.99 -2.53 -4.64
H: 4.36 -2.04 -5.17
H: 5.39 -1.92 -2.28
H: 4.28 -3.15 -2.91
H: 2.83 -1.42 -3.37
C: -1.49 -1.76 -3.87
C: -2.77 -2.04 -3.11
O: -2.59 -3.16 -2.24
H: -1.18 -2.63 -4.45
H: -1.61 -0.91 -4.54
H: -0.67 -1.54 -3.17
H: -3.58 -2.28 -3.80
H: -3.07 -1.17 -2.52
H: -1.89 -2.94 -1.62
C: 4.08 6.23 0.68
C: 3.41 5.03 0.03
O: 3.87 3.82 0.62
H: 5.16 6.16 0.58
H: 3.74 7.16 0.23
H: 3.86 6.26 1.75
H: 3.65 4.99 -1.03
H: 2.32 5.09 0.14
H: 3.65 3.84 1.56
C: -3.77 1.10 1.92
C: -3.84 0.05 3.01
O: -3.97 0.67 4.29
H: -2.93 1.77 2.09
H: -3.66 0.64 0.94
H: -4.68 1.71 1.92
H: -2.92 -0.55 3.02
H: -4.69 -0.62 2.86
H: -4.78 1.18 4.28
C: -7.74 -2.51 0.31
C: -6.58 -2.01 1.16
O: -7.05 -1.34 2.32
H: -8.38 -1.67 0.01
H: -7.38 -3.02 -0.58
H: -8.36 -3.20 0.88
H: -5.98 -1.31 0.59
H: -5.94 -2.85 1.46
H: -7.58 -1.96 2.83
C: -4.91 -0.25 -7.45
C: -4.98 -1.28 -6.34
O: -5.13 -0.65 -5.07
H: -4.07 0.43 -7.29
H: -4.79 -0.73 -8.43
H: -5.81 0.36 -7.48
H: -4.07 -1.87 -6.31
H: -5.83 -1.96 -6.50
H: -5.93 -0.13 -5.09
C: 6.67 0.45 5.70
C: 5.46 0.55 6.61
O: 4.77 1.77 6.40
H: 7.35 1.28 5.88
H: 7.21 -0.49 5.87
H: 6.38 0.50 4.65
H: 5.76 0.52 7.65
H: 4.77 -0.28 6.42
H: 4.49 1.79 5.47

Spin multiplicity: 1
LUMO energy, eV: 2.1
DFT total energy, eV: -183098.9007
Net charge: -1
Kohn-Sham gap, Ha: 0.243
E_HOMO, eV: -4.478

[3]
Density functional theory data (ωB97M-V/def2-TZVPD) for a cluster of 7 separate species, C19H55N5O10 in total.

CARTESIAN COORDINATES (ANGSTROEM)
C: -0.97 1.56 4.77
O: -1.64 1.38 5.77
N: -0.66 0.54 3.90
N: -0.54 2.82 4.40
H: 0.04 0.70 3.21
H: -1.01 -0.38 4.13
H: 0.08 2.99 3.64
H: -0.68 3.51 5.12
C: -6.25 -3.21 -0.20
O: -5.33 -2.15 -0.12
C: -4.62 -2.14 1.11
C: -4.09 -0.74 1.33
N: -5.00 0.05 2.14
C: -4.75 1.49 2.07
C: -5.12 2.18 0.76
O: -6.52 2.37 0.72
C: -6.93 3.23 -0.33
H: -7.03 -3.13 0.56
H: -5.77 -4.19 -0.15
H: -6.76 -3.12 -1.17
H: -3.80 -2.87 1.02
H: -5.29 -2.42 1.93
H: -3.97 -0.33 0.31
H: -3.12 -0.77 1.84
H: -5.94 -0.10 1.78
H: -3.69 1.68 2.28
H: -5.34 1.95 2.87
H: -4.84 1.55 -0.11
H: -4.52 3.10 0.69
H: -8.00 3.10 -0.43
H: -6.44 2.96 -1.27
H: -6.70 4.28 -0.10
C: 3.23 3.37 1.16
O: 3.29 1.98 0.92
C: 3.68 1.27 2.08
C: 3.62 -0.22 1.81
N: 4.73 -0.74 1.02
C: 4.38 -0.73 -0.41
C: 5.32 -1.54 -1.26
O: 5.14 -2.89 -0.91
C: 5.86 -3.78 -1.75
H: 2.52 3.61 1.96
H: 2.84 3.85 0.26
H: 4.23 3.76 1.35
H: 3.03 1.47 2.94
H: 4.72 1.53 2.31
H: 2.66 -0.48 1.33
H: 3.58 -0.77 2.75
H: 4.87 -1.72 1.24
H: 4.26 0.31 -0.72
H: 3.39 -1.21 -0.52
H: 6.36 -1.21 -1.15
H: 5.05 -1.40 -2.32
H: 6.89 -3.46 -1.94
H: 5.31 -3.92 -2.69
H: 5.87 -4.74 -1.24
C: -1.15 -0.63 -0.96
O: 0.14 -0.40 -1.48
C: 0.47 -1.35 -2.47
C: 1.67 -0.91 -3.30
N: 1.50 0.41 -3.86
C: 2.10 1.44 -2.98
C: 2.53 2.67 -3.76
O: 3.45 2.25 -4.76
C: 4.14 3.32 -5.38
H: -1.90 -0.52 -1.75
H: -1.37 0.15 -0.23
H: -1.23 -1.61 -0.46
H: -0.35 -1.46 -3.18
H: 0.63 -2.35 -2.04
H: 1.70 -1.69 -4.08
H: 2.64 -1.03 -2.81
H: 1.95 0.51 -4.76
H: 2.93 1.08 -2.36
H: 1.26 1.74 -2.35
H: 2.97 3.42 -3.10
H: 1.64 3.08 -4.26
H: 3.55 4.24 -5.37
H: 4.38 3.01 -6.40
H: 5.08 3.52 -4.85
O: -0.56 -5.04 1.10
H: -0.91 -4.28 0.63
H: -1.08 -5.10 1.91
O: -1.93 -2.14 3.63
H: -1.74 -3.07 3.49
H: -2.89 -2.09 3.72
O: 0.44 -2.08 1.43
H: -0.36 -1.67 1.78
H: 0.61 -1.63 0.59

SMILES string: COCCNCCOC.COCCNCCOC.COCCNCCOC.NC(N)=O.O.O.O
Spin multiplicity: 1
LUMO energy, eV: 0.2
DFT total energy, eV: -48517.3189
Net charge: 0
Kohn-Sham gap, Ha: 0.330
E_HOMO, eV: -8.806

[4]
Density functional theory data (ωB97M-V/def2-TZVPD) for a cluster of 9 separate species, C19H55O9S8 in total.

CARTESIAN COORDINATES (ANGSTROEM)
C: 0.05 -0.39 -1.56
C: 0.10 0.25 -0.18
C: 1.53 0.11 0.44
O: -0.60 1.42 -0.06
H: 0.57 -1.36 -1.57
H: 0.55 0.10 -2.40
H: -0.98 -0.60 -1.86
H: -0.45 -0.43 0.52
H: 1.66 0.57 1.43
H: 2.28 0.57 -0.20
H: 1.67 -0.96 0.62
C: 0.27 3.21 -3.07
S: 0.55 4.94 -2.66
O: -0.81 5.59 -2.54
C: 1.10 4.47 -1.00
H: -0.42 2.85 -2.30
H: 1.16 2.59 -3.19
H: -0.23 3.16 -4.04
H: 0.38 3.76 -0.57
H: 1.15 5.34 -0.35
H: 2.06 3.95 -1.05
C: 3.95 0.23 -4.10
S: 5.11 -1.10 -3.64
O: 5.85 -0.62 -2.41
C: 3.91 -2.31 -3.06
H: 4.52 0.94 -4.70
H: 3.58 0.63 -3.16
H: 3.08 -0.10 -4.67
H: 3.36 -1.91 -2.20
H: 4.51 -3.14 -2.66
H: 3.31 -2.84 -3.79
C: -3.56 -0.20 -3.52
S: -2.21 -1.09 -4.21
O: -2.79 -2.23 -5.00
C: -1.60 0.21 -5.33
H: -3.23 0.47 -2.71
H: -4.30 -0.87 -3.10
H: -4.01 0.48 -4.24
H: -1.08 0.99 -4.79
H: -2.32 0.53 -6.10
H: -1.00 -0.37 -6.04
C: -4.32 1.01 -0.02
S: -4.79 0.46 1.66
O: -4.05 1.44 2.51
C: -6.53 0.95 1.48
H: -4.85 0.50 -0.83
H: -3.24 0.88 -0.11
H: -4.53 2.08 -0.15
H: -6.53 2.03 1.29
H: -7.08 0.93 2.43
H: -7.18 0.34 0.85
C: 1.07 -4.31 2.23
S: -0.71 -4.40 1.99
O: -1.16 -5.55 2.85
C: -1.12 -2.81 2.86
H: 1.54 -5.18 1.77
H: 1.21 -4.32 3.31
H: 1.39 -3.36 1.79
H: -0.53 -2.84 3.77
H: -2.16 -2.82 3.18
H: -0.79 -2.01 2.21
C: 5.60 3.92 0.98
S: 5.92 2.32 1.75
O: 6.76 2.68 2.94
C: 4.24 2.06 2.43
H: 4.59 4.02 0.57
H: 6.24 4.20 0.14
H: 5.71 4.66 1.76
H: 3.49 2.77 2.04
H: 4.22 2.45 3.45
H: 3.89 1.04 2.39
C: 1.57 1.89 5.45
S: 0.36 0.56 5.05
O: -0.59 1.29 4.17
C: 1.56 -0.49 4.14
H: 2.62 1.60 5.56
H: 1.23 2.14 6.45
H: 1.52 2.66 4.69
H: 1.97 0.18 3.37
H: 1.20 -1.39 3.66
H: 2.35 -0.79 4.82
C: -4.09 -4.75 1.23
S: -4.52 -3.71 -0.19
O: -5.52 -2.64 0.20
C: -2.93 -2.93 -0.35
H: -3.16 -5.30 1.08
H: -4.86 -5.51 1.35
H: -3.99 -4.18 2.16
H: -2.68 -2.17 0.39
H: -2.75 -2.62 -1.38
H: -2.24 -3.78 -0.33

Spin multiplicity: 1
LUMO energy, eV: 1.9
DFT total energy, eV: -125695.9784
Net charge: -1
Kohn-Sham gap, Ha: 0.208
E_HOMO, eV: -3.734

[5]
Density functional theory data (ωB97M-V/def2-TZVPD) for a structure of composition C19H56BaN2O21S6.

CARTESIAN COORDINATES (ANGSTROEM)
Ba: -37.95 30.93 18.07
N: -34.46 30.61 20.15
H: -35.10 29.84 20.07
H: -33.59 30.10 20.09
H: -34.60 31.05 21.05
H: -34.65 31.23 19.37
N: -34.46 28.36 16.85
H: -34.34 29.36 16.81
H: -33.83 27.90 16.21
H: -35.45 28.39 16.67
H: -34.39 28.06 17.81
C: -36.45 28.21 19.12
O: -36.69 29.17 19.83
O: -37.09 28.13 18.03
O: -35.33 27.63 19.23
O: -38.78 31.47 20.65
S: -39.16 31.20 22.05
O: -39.96 32.19 22.79
O: -39.75 29.66 22.11
C: -40.58 29.35 23.21
C: -41.08 27.85 23.05
C: -37.66 30.87 23.04
H: -41.49 29.94 23.31
H: -40.01 29.51 24.13
H: -40.29 27.10 23.09
H: -41.62 27.68 22.12
H: -41.87 27.60 23.75
H: -37.89 30.52 24.05
H: -37.16 31.83 23.00
H: -37.05 30.19 22.45
O: -38.21 30.45 13.19
S: -38.30 29.49 14.27
O: -38.65 29.99 15.57
O: -39.51 28.38 13.81
C: -39.77 27.27 14.67
C: -39.26 26.02 13.89
C: -36.72 28.45 14.36
H: -40.85 27.24 14.83
H: -39.32 27.30 15.66
H: -39.88 25.83 13.02
H: -39.35 25.10 14.48
H: -38.21 26.05 13.61
H: -35.95 29.22 14.42
H: -36.65 27.83 13.47
H: -36.92 27.93 15.30
O: -34.95 23.41 16.13
S: -35.96 24.45 15.86
O: -35.56 25.63 15.13
O: -37.26 23.74 15.08
C: -37.69 22.51 15.57
C: -38.80 21.89 14.76
C: -36.79 25.00 17.35
H: -38.04 22.65 16.59
H: -36.89 21.77 15.61
H: -38.88 20.80 14.81
H: -38.71 21.90 13.68
H: -39.79 22.27 15.00
H: -36.02 25.53 17.91
H: -37.23 24.15 17.86
H: -37.58 25.70 17.07
O: -32.29 28.97 19.68
S: -31.04 28.70 19.03
O: -29.77 28.49 19.73
O: -31.25 27.44 17.93
C: -31.94 26.24 18.49
C: -32.24 25.22 17.32
C: -30.78 30.02 17.81
H: -32.78 26.70 18.99
H: -31.37 25.83 19.32
H: -32.63 25.64 16.39
H: -32.81 24.42 17.78
H: -31.26 24.91 16.99
H: -30.74 30.94 18.39
H: -31.69 29.95 17.21
H: -29.90 29.74 17.23
O: -36.01 28.12 24.51
S: -34.98 27.23 24.01
O: -33.78 26.92 24.74
O: -35.70 25.77 23.60
C: -36.93 25.78 22.95
C: -37.92 25.50 24.06
C: -34.45 27.80 22.32
H: -37.04 24.96 22.24
H: -37.10 26.74 22.46
H: -37.81 24.54 24.56
H: -38.94 25.54 23.70
H: -37.94 26.25 24.84
H: -34.41 26.90 21.71
H: -33.47 28.25 22.47
H: -35.20 28.54 22.04
O: -40.82 27.11 17.57
S: -40.62 27.98 18.71
O: -40.01 29.30 18.56
O: -42.09 28.31 19.41
C: -43.12 27.41 19.34
C: -44.16 28.04 18.42
C: -39.80 27.09 20.10
H: -43.39 27.34 20.40
H: -42.78 26.41 19.08
H: -44.62 28.98 18.73
H: -45.03 27.39 18.39
H: -43.81 28.10 17.39
H: -40.54 26.44 20.57
H: -39.39 27.85 20.78
H: -39.06 26.52 19.55

Spin multiplicity: 1
LUMO energy, eV: -7.0
DFT total energy, eV: -132277.6804
Net charge: +2
Kohn-Sham gap, Ha: 0.259
E_HOMO, eV: -14.067

> Which formula does entry 1 have?

C19H54F6N7O21S2

> Number 3 is which compound?

C19H55N5O10

> What is the Kohn-Sham gap in the fifth record?

0.259 Ha

> Among the records above, which one has the lowest DFT total energy?

C19H55AlBr2NO7